(1)
6 unconnected molecules or ions with the total composition C12H30Cl9O12P3, computed with wB97M-V/def2-TZVPD.

**E**: -6544.1436 Eh
**Spin multiplicity**: 1
**Structure (SMILES)**: COP(=O)(OC)OC.COP(=O)(OC)OC.COP(=O)(OC)OC.ClC(Cl)Cl.ClC(Cl)Cl.ClC(Cl)Cl
**Energy relative to the best compared isomer or geometry (same formula, charge and spin)**: 0.4275 eV
**Gap between HOMO and LUMO**: 0.394 hartree
**LUMO level**: 0.34 eV

Last column: Löwdin charge in e.
Atoms and positions in Å:
C: 3.426 4.828 -0.656  -0.098
O: 3.309 3.539 -0.040  -0.265
P: 1.962 3.145 0.697  0.379
O: 0.710 3.543 0.050  -0.220
O: 2.184 1.564 0.804  -0.215
C: 1.082 0.707 1.163  -0.103
O: 2.198 3.709 2.178  -0.204
C: 1.097 4.341 2.843  -0.106
H: 4.438 5.146 -0.387  0.086
H: 2.714 5.576 -0.319  0.090
H: 3.481 4.695 -1.735  0.073
H: 0.267 1.158 0.591  0.044
H: 0.873 0.727 2.230  0.041
H: 1.250 -0.296 0.783  0.053
H: 1.210 4.153 3.910  0.087
H: 0.161 3.889 2.516  0.045
H: 1.064 5.419 2.690  0.090
C: -4.675 0.034 -3.941  -0.089
O: -3.975 0.763 -2.942  -0.221
P: -3.482 0.154 -1.552  0.370
O: -2.427 -0.869 -1.629  -0.302
O: -4.828 -0.404 -0.907  -0.217
C: -6.001 0.364 -0.722  -0.103
O: -3.255 1.512 -0.763  -0.247
C: -1.986 2.153 -0.709  -0.116
H: -4.373 0.334 -4.943  0.091
H: -5.737 0.115 -3.729  0.085
H: -4.363 -1.017 -3.962  0.093
H: -6.894 -0.259 -0.769  0.092
H: -6.114 1.169 -1.451  0.090
H: -5.961 0.780 0.286  0.070
H: -1.235 1.556 -1.228  0.051
H: -1.598 2.290 0.300  0.047
H: -1.985 3.150 -1.144  0.100
C: 0.417 -2.496 2.825  -0.124
O: 1.344 -2.924 1.848  -0.213
P: 1.273 -4.418 1.304  0.356
O: 1.452 -5.413 2.371  -0.230
O: 2.476 -4.293 0.272  -0.246
C: 2.956 -5.436 -0.436  -0.085
O: -0.063 -4.573 0.445  -0.203
C: -0.547 -5.915 0.289  -0.103
H: -0.090 -3.348 3.295  0.090
H: -0.463 -1.973 2.428  0.012
H: 0.892 -1.866 3.571  0.094
H: 4.031 -5.548 -0.317  0.091
H: 2.686 -5.318 -1.484  0.092
H: 2.510 -6.350 -0.039  0.080
H: -0.822 -6.047 -0.755  0.091
H: -1.474 -6.025 0.859  0.089
H: 0.086 -6.717 0.662  0.079
Cl: 1.064 0.764 -2.886  0.540
C: 0.355 -0.748 -2.282  -1.529
Cl: 1.604 -1.765 -1.581  0.598
Cl: -0.525 -1.588 -3.571  0.554
H: -0.430 -0.567 -1.561  -0.040
Cl: 4.919 2.143 -2.279  0.576
C: 6.374 2.207 -1.319  -1.514
Cl: 7.347 3.629 -1.797  0.495
Cl: 7.401 0.776 -1.602  0.503
H: 6.097 2.211 -0.273  0.019
Cl: -1.269 1.595 3.569  0.591
C: -2.723 0.756 3.020  -1.456
Cl: -2.285 -0.397 1.716  0.619
Cl: -3.955 1.865 2.440  0.587
H: -3.177 0.107 3.757  0.017

=====

(2)
A single C7H14N2O4S molecule, computed with wB97M-V/def2-TZVPD.

**E**: -1083.7599 Eh
**Spin multiplicity**: 1
**Structure (SMILES)**: C[C@@H](O)[C@H](N)C(=O)N[C@@H](CS)C(=O)O
**Energy relative to the best compared isomer or geometry (same formula, charge and spin)**: 2.0115 eV
**Gap between HOMO and LUMO**: 0.345 hartree
**LUMO level**: 0.27 eV

Last column: Löwdin charge in e.
Atoms and positions in Å:
C: 2.157 -2.403 1.438  -0.030
C: 0.795 -2.078 1.974  -0.404
O: 0.512 -2.577 3.313  -0.094
C: 0.432 -0.630 1.849  -0.280
N: -0.827 -0.085 2.323  0.077
C: 0.270 -0.371 0.392  -0.431
O: 0.135 -1.254 -0.442  0.104
N: 0.269 0.980 0.021  0.075
C: -0.552 1.574 -1.059  -0.243
C: 0.042 1.155 -2.402  -0.563
S: 1.670 1.733 -2.735  0.729
C: -2.007 1.134 -0.936  -0.463
O: -2.766 0.974 -1.839  0.139
O: -2.447 0.625 0.244  0.084
H: 2.885 -1.675 1.879  0.104
H: 2.291 -2.231 0.427  0.051
H: 2.597 -3.388 1.548  0.090
H: 0.134 -2.562 1.256  0.136
H: 0.186 -3.629 3.279  0.195
H: 1.166 -0.017 2.315  0.153
H: -1.525 -0.711 2.023  0.086
H: -0.773 -0.020 3.350  0.129
H: 0.260 1.611 0.848  0.156
H: -0.386 2.602 -0.901  0.136
H: 0.009 0.101 -2.626  0.073
H: -0.471 1.579 -3.233  0.061
H: 2.317 1.373 -1.555  -0.113
H: -1.801 0.551 0.994  0.049

=====

(3)
A single C4H12N2O molecule, computed with wB97M-V/def2-TZVPD.

**E**: -344.3238 Eh
**Spin multiplicity**: 1
**Structure (SMILES)**: NCC[C@H](N)CO
**Energy relative to the best compared isomer or geometry (same formula, charge and spin)**: 1.6662 eV
**Gap between HOMO and LUMO**: 0.356 hartree
**LUMO level**: 1.02 eV

Last column: Löwdin charge in e.
Atoms and positions in Å:
N: -2.498 -0.833 1.347  -0.020
C: -1.740 -0.409 0.168  -0.282
C: -0.254 -0.639 0.339  -0.180
C: 0.626 0.373 -0.429  -0.394
N: 0.511 0.266 -1.877  0.046
C: 2.090 0.344 0.075  -0.224
O: 2.605 1.644 0.380  -0.070
H: -2.766 -1.813 1.360  0.064
H: -3.320 -0.268 1.545  0.060
H: -1.904 0.654 0.055  0.108
H: -2.078 -0.909 -0.740  0.104
H: 0.192 -1.620 0.175  0.116
H: 0.063 -0.434 1.367  0.106
H: 0.240 1.376 -0.202  0.133
H: 0.862 -0.567 -2.308  0.071
H: 0.538 1.125 -2.388  0.068
H: 2.226 -0.284 0.959  0.109
H: 2.692 -0.090 -0.715  0.111
H: 1.916 2.084 0.887  0.075

=====

(4)
A single C15H22N2O3S molecule, computed with wB97M-V/def2-TZVPD.

**E**: -1318.2484 Eh
**Spin multiplicity**: 1
**Structure (SMILES)**: COC(=O)[C@H](CCSC)NC(=O)Nc1ccc(C)c(C)c1
**Energy relative to the best compared isomer or geometry (same formula, charge and spin)**: 0.2177 eV
**Gap between HOMO and LUMO**: 0.335 hartree
**LUMO level**: 0.67 eV

Last column: Löwdin charge in e.
Atoms and positions in Å:
C: 3.218 2.676 -2.974  -0.031
O: 2.677 1.418 -2.589  -0.041
C: 2.508 1.242 -1.284  -0.499
O: 2.924 1.982 -0.433  0.120
C: 1.812 -0.087 -0.946  -0.201
C: 1.305 -0.828 -2.189  -0.210
C: 0.693 -2.171 -1.819  -0.508
S: -0.014 -3.047 -3.252  0.789
C: 1.504 -3.507 -4.133  -0.412
N: 0.748 0.245 -0.024  0.120
C: -0.046 1.314 -0.307  -0.525
O: 0.148 2.028 -1.273  0.087
N: -1.104 1.533 0.534  0.142
C: -1.417 0.922 1.755  -0.242
C: -0.439 0.566 2.678  -0.034
C: -0.811 -0.033 3.868  -0.035
C: -2.141 -0.276 4.179  -0.244
C: -2.510 -0.928 5.476  -0.049
C: -3.128 0.112 3.267  -0.233
C: -4.577 -0.111 3.573  -0.043
C: -2.754 0.704 2.072  0.019
H: 3.387 2.619 -4.046  0.093
H: 4.151 2.869 -2.441  0.095
H: 2.501 3.465 -2.739  0.103
H: 2.540 -0.704 -0.405  0.166
H: 0.561 -0.205 -2.686  0.122
H: 2.143 -0.970 -2.872  0.109
H: -0.150 -2.042 -1.141  0.066
H: 1.427 -2.833 -1.355  0.078
H: 2.170 -4.031 -3.454  0.034
H: 1.204 -4.166 -4.940  0.025
H: 1.983 -2.621 -4.541  0.025
H: 0.461 -0.426 0.669  0.128
H: -1.759 2.218 0.188  0.155
H: 0.599 0.788 2.484  0.116
H: -0.044 -0.305 4.578  0.111
H: -1.621 -1.160 6.056  0.076
H: -3.148 -0.272 6.068  0.083
H: -3.060 -1.852 5.299  0.083
H: -4.778 -1.171 3.725  0.085
H: -4.860 0.413 4.486  0.085
H: -5.204 0.247 2.760  0.076
H: -3.515 1.004 1.365  0.118

=====

(5)
A single C3H4ClFO molecule, computed with wB97M-V/def2-TZVPD.

**E**: -751.9471 Eh
**Spin multiplicity**: 1
**Structure (SMILES)**: C[C@]1(F)O[C@H]1Cl
**Energy relative to the best compared isomer or geometry (same formula, charge and spin)**: 1.1942 eV
**Gap between HOMO and LUMO**: 0.432 hartree
**LUMO level**: 0.86 eV

Last column: Löwdin charge in e.
Atoms and positions in Å:
C: -0.542 -1.237 0.369  0.024
C: -0.243 0.229 -0.267  -0.490
F: -1.514 0.871 -0.471  -0.008
O: 0.754 0.262 -1.235  0.025
C: 0.914 1.080 -0.062  -0.640
Cl: 0.688 2.775 -0.243  0.709
H: -1.011 -1.707 -0.445  0.039
H: -1.268 -1.146 1.207  0.079
H: 0.390 -1.966 0.637  0.137
H: 1.833 0.839 0.510  0.125

=====

(6)
A molecular structure, C5H8ClNO, computed with wB97M-V/def2-TZVPD.

**E**: -785.3564 Eh
**Spin multiplicity**: 1
**Energy relative to the best compared isomer or geometry (same formula, charge and spin)**: 4.6690 eV
**Gap between HOMO and LUMO**: 0.367 hartree
**LUMO level**: 0.56 eV

Last column: Löwdin charge in e.
Atoms and positions in Å:
C: 0.627 0.749 -0.315  -0.643
C: -0.822 0.016 -0.497  -0.481
C: -0.526 -1.708 0.335  -0.096
C: -1.304 -0.368 0.850  -0.191
C: -0.823 0.255 2.219  -0.214
H: 1.267 -0.001 0.105  0.009
H: 0.660 1.732 0.354  0.128
H: -1.392 0.868 -0.975  0.137
H: -0.466 -1.448 -2.090  0.131
H: -0.983 -2.804 0.600  0.139
H: 0.640 -1.625 0.512  0.127
H: -2.417 -0.394 0.657  0.149
H: -1.515 0.572 3.137  0.151
N: -1.002 -1.300 -1.157  0.018
O: 0.316 0.127 2.493  0.044
Cl: 1.516 1.031 -1.747  0.592